A structure of composition C4H13NSi2 in a non-equilibrium geometry. Source: the Open Molecules 2025 dataset; level of theory: ωB97M-V/def2-TZVPD.

Values from the calculation:
ΔE to the lowest compared entry with this formula, charge and spin	0.0	kcal per mole
charge	0
molecular weight	131.33	g mol⁻¹
total energy	-793.9478	a.u.
LUMO energy	0.92	eV
strongest force on any atom	4.06	eV Å⁻¹
Kohn-Sham gap	9.909	eV
HOMO energy	-9.0	eV

Cartesian coordinates (Å):
C: 1.35 1.64 0.13
C: -0.08 1.82 -0.49
C: 0.14 -2.33 -0.19
C: -2.11 0.05 0.79
N: 0.47 -0.96 -0.61
Si: 1.86 -0.23 0.13
Si: -0.90 0.15 -0.58
H: 2.16 2.12 -0.32
H: 1.10 1.92 1.18
H: -0.59 2.67 -0.15
H: 0.08 1.98 -1.53
H: 1.15 -2.80 -0.23
H: -0.32 -2.22 0.91
H: -0.64 -2.74 -0.86
H: -1.68 -0.12 1.76
H: -2.62 1.06 0.68
H: -2.85 -0.66 0.63
H: 3.00 -0.35 -0.79
H: 2.15 -1.03 1.36
H: -1.67 0.03 -1.84

Mulliken atomic charge list, values in e, 4 entries:
1. C -0.7686
2. C -0.7719
3. C -0.8069
4. C -1.0482

---

A structure of composition C20H49BrO5Si2 in a non-equilibrium geometry. Source: the Open Molecules 2025 dataset; level of theory: ωB97M-V/def2-TZVPD.

Values from the calculation:
charge	0
molecular weight	505.68	g mol⁻¹
total energy	-4320.6481	a.u.
LUMO energy	0.50	eV
strongest force on any atom	2.62	eV Å⁻¹
Kohn-Sham gap	10.109	eV
HOMO energy	-9.6	eV

Cartesian coordinates (Å):
C: -5.11 0.71 -7.08
C: -3.82 0.31 -6.38
C: -4.03 0.07 -4.90
C: -4.59 1.30 -4.19
C: -4.10 1.39 -2.73
C: -2.85 2.24 -2.61
Si: -2.51 2.81 -0.87
O: -0.89 3.27 -0.79
Si: -0.52 4.79 -0.26
C: 1.24 4.71 0.46
C: 1.97 3.54 -0.10
O: 2.11 3.28 -1.27
Br: 2.83 2.35 1.23
H: -5.85 -0.05 -6.91
H: -4.95 0.79 -8.15
H: -5.49 1.66 -6.74
H: -3.08 1.08 -6.53
H: -3.47 -0.60 -6.85
H: -3.08 -0.15 -4.43
H: -4.69 -0.78 -4.77
H: -5.67 1.35 -4.24
H: -4.21 2.16 -4.72
H: -3.86 0.38 -2.42
H: -4.89 1.77 -2.10
H: -1.97 1.69 -2.90
H: -2.89 3.12 -3.25
H: -2.65 1.65 0.04
H: -3.41 3.90 -0.44
H: -1.46 5.21 0.80
H: -0.57 5.81 -1.32
H: 1.80 5.61 0.27
H: 1.13 4.55 1.52
C: -0.03 -0.65 0.91
C: -1.36 -1.28 1.27
O: -1.63 -2.50 0.60
C: -0.71 -3.55 0.83
C: -0.59 -3.97 2.29
H: 0.04 -0.49 -0.16
H: 0.09 0.31 1.42
H: 0.81 -1.28 1.21
H: -2.17 -0.61 0.98
H: -1.45 -1.41 2.36
H: 0.28 -3.29 0.43
H: -1.07 -4.39 0.24
H: -0.21 -3.16 2.92
H: 0.09 -4.81 2.38
H: -1.57 -4.26 2.68
C: 7.42 7.38 0.32
C: 7.64 5.93 0.72
O: 6.48 5.29 1.22
C: 5.38 5.21 0.33
C: 5.66 4.46 -0.95
H: 7.03 7.95 1.17
H: 8.36 7.83 0.00
H: 6.71 7.48 -0.50
H: 8.37 5.88 1.53
H: 8.06 5.36 -0.12
H: 4.99 6.22 0.12
H: 4.60 4.69 0.88
H: 6.43 4.95 -1.56
H: 4.76 4.39 -1.56
H: 6.01 3.45 -0.73
C: -1.67 -7.53 3.35
C: -1.07 -8.84 3.83
O: 0.29 -8.75 4.19
C: 0.60 -7.85 5.23
C: -0.09 -8.17 6.55
H: -1.11 -7.14 2.50
H: -2.71 -7.68 3.03
H: -1.68 -6.77 4.13
H: -1.11 -9.57 3.02
H: -1.66 -9.26 4.65
H: 0.38 -6.81 4.93
H: 1.68 -7.91 5.36
H: -1.17 -8.09 6.48
H: 0.24 -7.47 7.32
H: 0.15 -9.18 6.87

Mulliken atomic charge list, values in e, 4 entries:
1. C -1.1662
2. C -0.6338
3. C -0.5210
4. C -0.7318

---

The ion C7H14NO2 with charge +1 in a non-equilibrium geometry. Source: the Open Molecules 2025 dataset; level of theory: ωB97M-V/def2-TZVPD.

Values from the calculation:
ΔE to the lowest compared entry with this formula, charge and spin	81.3	kcal per mole
charge	+1
molecular weight	144.19	g mol⁻¹
total energy	-479.9950	a.u.
LUMO energy	-4.29	eV
SMILES string	C=[N+](C)[C@@](C)(C=O)[C@H](C)O
strongest force on any atom	6.06	eV Å⁻¹
Kohn-Sham gap	9.911	eV
HOMO energy	-14.2	eV

Cartesian coordinates (Å):
C: -1.84 0.12 -1.29
N: -1.21 0.59 -0.29
C: -1.57 1.86 0.25
C: -0.09 -0.09 0.25
C: 0.51 0.41 1.56
C: -0.97 -1.64 0.70
O: -2.09 -1.78 0.25
C: 1.01 -0.33 -0.77
C: 2.01 -1.48 -0.41
O: 1.72 0.89 -0.76
H: -1.34 -0.58 -1.87
H: -2.70 0.57 -1.66
H: -1.80 1.99 1.39
H: -2.45 2.41 -0.12
H: -0.75 2.61 0.09
H: 1.17 1.28 1.15
H: 1.10 -0.36 1.99
H: -0.25 0.75 2.27
H: -0.44 -2.26 1.30
H: 0.47 -0.47 -1.75
H: 2.98 -1.08 -0.97
H: 2.27 -1.63 0.71
H: 1.70 -2.48 -0.84
H: 2.52 0.72 -1.18

Mulliken atomic charge list, values in e, 4 entries:
1. C -0.1176
2. N 0.3032
3. C -0.8430
4. C -0.1304

---

A structure of composition C21H27BN10ORhSi. Source: the Open Molecules 2025 dataset; level of theory: ωB97M-V/def2-TZVPD.

Values from the calculation:
ΔE to the lowest compared entry with this formula, charge and spin	1.5	kcal per mole
charge	+2
molecular weight	577.32	g mol⁻¹
2S+1	2
total energy	-1863.7757	a.u.
LUMO energy (spin up / spin down)	-5.81 / -7.71	eV
strongest force on any atom	0.31	eV Å⁻¹
Kohn-Sham gap (spin up / spin down)	8.508 / 6.608	eV
expectation value of S²	0.753
HOMO energy (spin up / spin down)	-14.3 / -14.3	eV

Cartesian coordinates (Å):
Rh: 1.06 1.05 0.01
C: -1.31 -2.54 -0.93
C: -0.03 -2.06 -1.02
N: 0.26 -1.30 0.09
N: -0.88 -1.29 0.88
C: -1.80 -2.03 0.26
B: -1.30 -0.06 1.80
N: -1.74 1.09 0.83
C: -2.97 1.60 0.62
C: -2.90 2.53 -0.39
C: -1.56 2.54 -0.78
N: -0.88 1.66 -0.04
N: -0.09 0.45 2.63
C: 0.08 0.49 3.96
C: 1.23 1.19 4.24
C: 1.73 1.56 2.99
N: 0.92 1.11 2.04
N: -2.42 -0.41 2.73
C: -3.03 0.47 3.59
C: -3.99 -0.22 4.27
C: -3.91 -1.53 3.76
N: -2.98 -1.64 2.84
H: -1.81 -3.17 -1.65
H: 0.70 -2.24 -1.78
H: -2.76 -2.14 0.74
H: -3.80 1.26 1.21
H: -3.70 3.12 -0.79
H: -1.07 3.13 -1.54
H: -0.64 0.02 4.62
H: 1.65 1.41 5.21
H: 2.61 2.13 2.76
H: -2.72 1.50 3.65
H: -4.66 0.16 5.02
H: -4.50 -2.39 4.03
C: 2.95 -2.19 -0.71
Si: 2.09 -1.13 0.53
C: 3.23 0.56 0.20
C: 2.29 -1.73 2.25
H: 4.00 -2.23 -0.42
H: 2.92 -1.80 -1.73
H: 2.58 -3.22 -0.71
H: 3.84 0.11 1.00
H: 3.29 1.63 0.44
H: 3.73 0.39 -0.75
H: 3.35 -1.90 2.45
H: 1.79 -2.70 2.33
H: 1.89 -1.08 3.03
N: -1.02 -0.25 -6.10
C: -0.72 -0.47 -4.81
O: -1.20 -1.36 -4.13
C: 0.32 0.42 -4.18
C: 1.36 1.07 -4.84
C: 2.30 1.76 -4.09
C: 2.20 1.76 -2.71
N: 1.20 1.13 -2.07
C: 0.27 0.50 -2.80
H: -1.71 -0.85 -6.54
H: -0.71 0.56 -6.61
H: 1.46 1.03 -5.92
H: 3.12 2.28 -4.56
H: 2.93 2.27 -2.10
H: -0.55 0.02 -2.28

Mulliken atomic charge list, values in e, 4 entries:
1. Rh 0.2100
2. C -1.3680
3. C -0.5189
4. N 0.8988